This record from the Open Molecules 2025 dataset describes C22H18IN4O2STi as an isolated structure. The level of theory is ωB97M-V with the def2-TZVPD basis set.

The highest occupied orbital energy (alpha / beta) comes out at -0.27044 / -0.30233 Ha. The calculation puts the total energy at -75217.015 eV. The HOMO-LUMO gap (alpha / beta) is 7.37 / 7.87 eV. Its energy relative to the best compared isomer or geometry (same formula, charge and spin) is 0.0 kcal per mole. The spin multiplicity is 2.

Each line ends with the Mulliken spin population.
Atoms and positions in Å:
Ti: 0.12 -0.43 0.27  0.90
O: 1.26 0.92 0.87  -0.03
C: 2.37 1.52 0.49  0.01
C: 2.69 2.78 1.01  0.00
C: 3.84 3.42 0.62  0.01
C: 4.72 2.84 -0.30  0.00
C: 4.42 1.60 -0.81  0.01
C: 3.24 0.92 -0.43  0.00
C: 2.98 -0.38 -0.99  0.05
N: 1.93 -1.08 -0.80  -0.03
C: 1.89 -2.42 -1.39  0.02
C: 0.44 -2.82 -1.59  0.01
N: -0.26 -2.49 -0.36  -0.02
C: -1.04 -3.35 0.18  0.04
C: -1.79 -3.15 1.40  0.01
C: -2.56 -4.22 1.89  0.00
C: -3.29 -4.09 3.05  0.00
C: -3.25 -2.88 3.74  0.01
C: -2.51 -1.82 3.27  0.00
C: -1.76 -1.93 2.09  0.01
O: -1.06 -0.90 1.67  -0.02
H: 2.00 3.24 1.70  0.00
H: 4.07 4.40 1.02  0.00
H: 5.62 3.35 -0.61  0.00
H: 5.08 1.12 -1.52  0.00
H: 3.77 -0.79 -1.63  0.00
H: 2.36 -3.12 -0.69  -0.01
H: 2.44 -2.46 -2.33  0.00
H: 0.37 -3.88 -1.84  0.00
H: 0.00 -2.24 -2.40  0.00
H: -1.15 -4.33 -0.30  0.00
H: -2.57 -5.15 1.33  0.00
H: -3.88 -4.92 3.42  0.00
H: -3.82 -2.76 4.66  0.00
H: -2.48 -0.87 3.80  0.00
I: 1.30 3.63 -2.54  0.00
C: -0.52 3.45 -1.50  0.00
C: -1.69 3.33 -2.23  0.00
C: -2.87 3.16 -1.52  0.00
C: -2.82 3.12 -0.14  0.00
C: -1.59 3.28 0.48  0.00
N: -0.45 3.45 -0.19  0.00
H: -1.68 3.33 -3.31  0.00
H: -3.80 3.02 -2.05  0.00
H: -3.71 2.97 0.45  0.00
H: -1.50 3.26 1.56  0.00
S: -2.41 0.09 -3.74  0.03
C: -1.54 0.12 -2.38  0.05
N: -0.90 0.14 -1.39  -0.04